{
  "formula": "C5H7N2",
  "method": "wB97M-V/def2-TZVPD",
  "homo_energy_ev": [-13.2, -13.2],
  "charge": 1,
  "e_tot_ev": -8266.2336,
  "mol_weight_g_mol": 95.1,
  "relative_energy_kj_mol": 631.4,
  "symbols": ["N", "N", "C", "C", "C", "C", "C", "H", "H", "H", "H", "H", "H", "H"],
  "coordinates": [[-0.7389, 0.5692, -0.4759], [1.1253, -1.0341, 0.3382], [0.3382, 0.4497, -1.3731], [0.0272, 1.7449, -0.7408], [1.3434, -0.4410, -0.7082], [0.9698, -1.6324, 1.4151], [-1.4816, -0.0596, 0.4112], [1.4734, -1.3695, 2.3769], [0.7051, 1.9909, 0.0030], [-0.5597, 2.5832, -1.2567], [0.2314, 0.2702, -2.4809], [-2.1386, -0.9057, -0.0103], [-2.0024, 0.4808, 1.2470], [0.7075, -2.6467, 1.2546]]
}